# 1
Density functional theory data (the ωB97M-V functional and the def2-TZVPD basis) for 2 unconnected molecules or ions with the total composition C18H22Br2ClF3O7S in a non-equilibrium geometry.

Its SMILES is O=C(COc1ccccc1)O[C@@H](CCCCl)CC[C@](F)(Br)C(F)(F)Br.O=S1(=O)OCCO1. Its molar mass is 634.69 g mol⁻¹. The electronic energy comes out at -7531.517897 hartree.

Structure (XYZ):
```
54
Properties=species:S:1:pos:R:3:forces:R:3:mulliken_charge:R:1
O 0.443 -2.027 -0.377 0.3 4.9 0.7 -0.55
C 0.453 -0.768 -0.275 -0.2 -4.6 -1.1 0.68
C 1.346 -0.104 0.886 -0.5 0.6 0.4 -0.48
O 2.726 -0.607 0.881 -1.1 0.9 -2.7 -0.26
C 3.215 -0.386 -0.470 1.5 0.4 -2.7 0.36
C 3.452 -1.615 -1.370 0.6 3.9 -1.3 -0.25
C 3.929 -1.364 -2.822 -0.6 2.5 2.3 -0.44
C 4.170 0.081 -3.344 -1.1 -1.2 3.2 -0.42
C 3.948 1.287 -2.405 -0.6 -3.0 1.3 -0.51
C 3.472 1.078 -0.951 0.4 -3.4 -2.2 -0.26
O -0.300 -0.049 -1.242 0.3 -0.3 2.5 -0.36
C -1.511 0.537 -0.634 -0.5 1.3 0.2 0.18
C -1.479 2.100 -1.032 0.0 -0.5 0.6 -0.86
C -2.903 2.829 -0.997 0.7 1.4 -0.7 -0.45
C -2.646 4.360 -1.499 -1.0 -1.3 0.3 -0.52
Cl -2.389 4.222 -3.341 0.1 0.5 1.3 -0.22
C -2.860 -0.140 -1.170 0.2 -0.2 0.0 -0.60
C -2.825 -1.740 -1.231 0.0 0.3 0.9 -0.76
C -4.222 -2.432 -1.590 0.4 -0.2 0.2 0.33
F -5.002 -2.811 -0.446 1.4 1.3 -2.1 -0.31
Br -3.755 -4.163 -2.517 -0.4 0.8 0.7 -0.06
C -5.134 -1.621 -2.635 -2.4 -1.1 -0.2 0.46
F -5.770 -0.478 -2.096 1.7 -2.4 -1.1 -0.21
F -6.203 -2.518 -3.010 2.0 2.2 0.9 -0.24
Br -4.185 -1.236 -4.363 -0.7 0.1 1.6 -0.05
H 0.902 -0.419 1.889 0.5 0.4 -1.4 0.44
H 1.355 1.043 0.820 -0.1 -1.7 0.0 0.14
H 3.275 -2.657 -0.958 0.2 1.6 -0.6 0.35
H 4.079 -2.282 -3.493 -0.2 1.7 1.0 0.31
H 4.500 0.180 -4.434 -0.5 0.1 1.9 0.33
H 4.133 2.355 -2.758 -0.3 -1.8 0.5 0.32
H 3.272 1.935 -0.223 0.4 -1.3 -1.3 0.31
H -1.428 0.469 0.516 -0.3 -0.2 -1.7 0.35
H -0.962 2.178 -2.053 -1.0 -0.1 1.4 0.35
H -0.781 2.620 -0.275 -1.0 -0.7 -1.1 0.28
H -3.358 2.889 0.051 0.7 -0.3 -1.4 0.32
H -3.668 2.406 -1.742 1.2 0.4 1.3 0.25
H -1.741 4.813 -0.980 -1.3 -0.4 -1.0 0.34
H -3.607 4.964 -1.373 1.6 -0.7 -0.1 0.35
H -3.067 0.296 -2.203 0.2 -0.6 1.4 0.28
H -3.698 0.181 -0.462 1.1 -0.3 -1.0 0.28
H -2.038 -2.106 -1.968 -1.1 0.6 1.1 0.48
H -2.539 -2.112 -0.177 -0.4 0.3 -1.7 0.27
O 2.493 0.700 7.253 -0.7 -0.6 -0.5 -0.55
S 1.808 -0.120 6.299 0.1 0.0 0.1 1.12
O 0.386 -0.279 6.290 1.0 0.4 0.1 -0.53
O 2.495 -1.590 6.311 -0.1 0.9 0.0 -0.32
C 2.982 -1.902 5.004 -0.2 -0.2 -0.6 -0.33
C 3.313 -0.562 4.368 0.7 -0.2 0.0 -0.04
O 2.283 0.324 4.811 -0.6 -0.4 0.5 -0.28
H 2.184 -2.413 4.457 0.1 0.0 0.0 0.29
H 3.853 -2.555 5.068 -0.1 0.1 0.2 0.32
H 3.334 -0.613 3.279 -0.2 0.1 0.1 0.06
H 4.269 -0.177 4.733 0.0 -0.1 0.0 0.29
```
Positions in Å, forces in eV/Å.


# 2
Density functional theory data (the ωB97M-V functional and the def2-TZVPD basis) for a single C18H22ClN3O4 molecule in a non-equilibrium geometry.

Its SMILES is COc1cc(Cl)ccc1OCc1cc(C(=O)N2CC[C@@H](N(C)C)C2)no1. Its molar mass is 379.84 g mol⁻¹. The electronic energy comes out at -1624.450121 hartree. Its relative energy (zero: lowest compared OMol25 entry of this formula, charge and spin) is 18.2 kcal/mol.

Structure (XYZ):
```
48
Properties=species:S:1:pos:R:3:forces:R:3:mulliken_charge:R:1
C 2.835 -3.119 -1.195 0.1 0.5 0.1 -0.70
O 2.818 -4.523 -1.343 -0.1 -0.3 0.0 -0.49
C 1.685 -5.195 -1.664 -0.1 -0.1 -0.1 0.31
C 1.901 -6.528 -2.009 -0.1 0.2 0.0 -0.76
C 0.851 -7.358 -2.350 -0.1 0.3 0.1 0.36
Cl 1.169 -9.002 -2.769 0.1 -0.3 -0.1 -0.22
C -0.445 -6.879 -2.363 0.1 -0.1 0.0 -0.92
C -0.671 -5.557 -2.018 0.0 0.1 0.0 -0.49
C 0.364 -4.702 -1.662 0.1 0.0 0.0 1.01
O 0.163 -3.392 -1.293 0.2 -0.1 0.0 -0.25
C -1.142 -2.870 -1.329 -0.4 -0.1 0.0 -0.69
C -1.058 -1.429 -0.954 0.8 0.6 -0.2 0.17
C -0.113 -0.474 -1.179 -0.5 -0.4 0.2 -0.44
C -0.653 0.689 -0.564 -0.2 -1.1 -0.2 0.62
C 0.037 2.003 -0.566 -0.1 0.5 0.1 0.07
O 1.108 2.126 -1.143 0.1 -0.2 -0.1 -0.73
N -0.552 3.024 0.076 0.1 0.1 -0.1 0.07
C -1.787 3.003 0.832 -0.6 -0.2 0.3 -0.70
C -1.914 4.407 1.427 0.2 0.1 0.0 -0.86
C -0.501 5.031 1.336 -0.1 0.0 -0.3 0.10
N 0.347 4.908 2.505 0.2 0.1 0.1 -0.05
C 0.538 3.563 3.005 0.1 0.1 0.0 -0.93
C -0.007 5.822 3.568 0.0 -0.1 -0.1 -1.05
C 0.100 4.318 0.123 0.3 0.3 -0.1 -1.33
N -1.820 0.416 -0.031 0.0 0.9 0.2 -0.29
O -2.077 -0.889 -0.263 0.1 -0.7 -0.2 -0.30
H 2.257 -2.792 -0.329 0.1 0.0 -0.1 0.27
H 3.885 -2.864 -1.050 -0.1 0.0 0.0 0.32
H 2.462 -2.619 -2.091 0.0 0.0 0.0 0.29
H 2.916 -6.889 -1.999 0.1 0.0 0.0 0.45
H -1.268 -7.519 -2.632 -0.1 -0.1 0.0 0.41
H -1.688 -5.201 -2.022 -0.1 0.1 0.0 0.38
H -1.804 -3.384 -0.617 0.1 0.0 -0.1 0.46
H -1.571 -2.960 -2.340 0.0 -0.1 0.2 0.39
H 0.822 -0.550 -1.689 0.2 -0.1 -0.1 0.53
H -1.737 2.231 1.604 -0.1 0.1 0.0 0.34
H -2.628 2.756 0.180 0.0 0.0 0.2 0.54
H -2.608 5.008 0.840 0.0 0.0 0.0 0.33
H -2.276 4.380 2.453 -0.1 0.0 0.0 0.33
H -0.575 6.104 1.137 0.0 -0.1 0.0 0.67
H 0.839 2.904 2.195 0.0 -0.1 0.0 0.25
H 1.341 3.584 3.741 0.0 -0.1 0.0 0.39
H -0.358 3.147 3.490 0.0 -0.1 0.0 0.27
H -0.060 6.835 3.173 0.0 0.1 0.0 0.35
H 0.772 5.789 4.328 0.0 0.0 0.1 0.35
H -0.967 5.584 4.051 0.0 0.0 0.0 0.33
H -0.114 4.872 -0.798 0.1 0.0 0.0 0.42
H 1.181 4.191 0.201 -0.1 0.1 0.0 0.40
```
Positions in Å, forces in eV/Å.


# 3
Density functional theory data (the ωB97M-V functional and the def2-TZVPD basis) for a single C18H22F3NO3S molecule.

Its SMILES is CC1(C)[C@H]2CC[C@]1(CS(=O)(=O)NCc1ccc(C(F)(F)F)cc1)C(=O)C2. Its molar mass is 389.44 g mol⁻¹. The electronic energy comes out at -1677.395881 hartree. Its relative energy (zero: lowest compared OMol25 entry of this formula, charge and spin) is 0.0 kcal/mol.

Structure (XYZ):
```
48
Properties=species:S:1:pos:R:3:forces:R:3:mulliken_charge:R:1
C 2.001 2.351 1.818 -0.1 -0.1 -0.2 -1.91
C 1.949 1.827 0.380 0.1 0.1 0.1 1.05
C 3.381 1.568 -0.074 -0.2 0.0 0.0 -1.92
C 1.133 2.729 -0.575 -0.1 0.1 -0.1 0.36
C 1.047 1.887 -1.854 0.1 0.2 -0.1 -1.45
C 0.911 0.450 -1.314 -0.1 0.0 -0.2 -0.85
C 0.987 0.623 0.222 0.1 -0.3 -0.1 2.12
C 1.222 -0.626 1.035 0.3 -0.6 -0.4 -1.20
S 2.102 -2.017 0.245 -0.1 0.0 -0.1 1.28
O 2.382 -2.940 1.304 -0.3 -0.1 0.2 -0.73
O 3.183 -1.541 -0.566 -0.1 0.3 -0.1 -0.67
N 1.072 -2.793 -0.799 0.7 0.4 0.4 -0.18
C -0.068 -3.505 -0.268 -0.3 -0.3 0.2 -1.57
C -1.301 -2.643 -0.146 -0.1 0.0 0.1 1.17
C -1.907 -2.416 1.083 0.0 -0.1 -0.2 -0.30
C -2.992 -1.564 1.190 -0.2 0.1 -0.2 -0.76
C -3.471 -0.926 0.057 -0.1 -0.1 0.1 0.27
C -4.608 0.050 0.131 -0.3 0.1 -0.1 0.85
F -4.285 1.243 -0.400 0.2 0.1 -0.1 -0.24
F -5.684 -0.376 -0.567 0.0 -0.2 -0.1 -0.28
F -5.040 0.286 1.373 0.1 -0.1 0.3 -0.30
C -2.895 -1.165 -1.184 0.0 0.0 0.1 -0.87
C -1.820 -2.026 -1.280 -0.1 0.0 0.1 -0.58
C -0.356 1.279 0.549 0.1 -0.2 0.1 -0.05
O -1.293 0.745 1.080 0.0 0.1 0.1 -0.62
C -0.264 2.699 0.046 -0.1 0.4 -0.1 -1.16
H 2.331 3.388 1.823 0.0 0.1 0.1 0.40
H 1.038 2.291 2.318 -0.1 0.1 0.2 0.43
H 2.716 1.774 2.400 0.1 0.0 0.1 0.47
H 3.447 1.244 -1.105 0.1 -0.1 -0.2 0.40
H 3.829 0.787 0.533 0.1 0.0 0.1 0.36
H 3.966 2.478 0.041 0.1 0.1 0.0 0.46
H 1.532 3.730 -0.728 0.1 0.0 0.1 0.53
H 1.939 2.002 -2.467 0.0 0.0 0.0 0.34
H 0.191 2.180 -2.461 0.0 0.0 0.0 0.44
H -0.034 -0.010 -1.607 0.0 -0.1 0.0 -0.16
H 1.735 -0.180 -1.643 -0.1 0.1 -0.1 0.64
H 0.271 -1.047 1.359 0.0 0.0 0.1 0.16
H 1.827 -0.422 1.915 0.1 0.0 0.2 0.43
H 0.926 -2.309 -1.668 0.1 0.2 -0.2 0.35
H 0.252 -3.881 0.705 -0.2 -0.2 -0.1 0.48
H -0.275 -4.360 -0.923 0.1 0.1 0.1 0.33
H -1.522 -2.903 1.966 0.1 0.0 0.1 0.37
H -3.448 -1.374 2.149 0.0 0.0 0.1 0.47
H -3.287 -0.673 -2.062 0.0 0.0 -0.1 0.43
H -1.377 -2.221 -2.246 0.0 0.0 -0.1 0.51
H -0.379 3.398 0.874 0.0 0.0 0.1 0.31
H -1.066 2.908 -0.662 0.0 0.0 0.0 0.40
```
Positions in Å, forces in eV/Å.